Record 1
C3H5NO | ωB97M-V/def2-TZVPD

Geometry (Å):
H  1.59  0.82  -0.24
C  -0.51  0.57  0.21
C  0.81  0.05  -0.40
H  -0.72  1.55  -0.20
O  1.23  -1.22  0.03
C  -1.65  -0.26  -0.05
H  1.48  -1.19  0.98
N  -2.59  -0.95  -0.15
H  0.71  -0.05  -1.47
H  -0.36  0.67  1.28

Output
Relative energy (zero: lowest compared OMol25 entry of this formula, charge and spin)   0.6526 eV
LUMO   0.56 eV
HOMO energy   -11.00 eV
E_tot   -6728.9201 eV
Largest force on an atom   1.95 eV Å⁻¹

Electronic structure analysis, natural (NBO) charges in units of e: number 1, H, carries 0.16; number 2, C, carries -0.54; number 3, C, carries -0.04; number 4, H, carries 0.25; number 5, O, carries -0.70; number 6, C, carries 0.28; number 7, H, carries 0.47; number 8, N, carries -0.31; number 9, H, carries 0.19; number 10, H, carries 0.24

---

Record 2
C8H30N7O10 | ωB97M-V/def2-TZVPD

Geometry (Å):
C  22.21  -24.84  -15.07
H  24.05  -19.87  -10.99
N  30.49  -20.27  -12.12
C  24.23  -21.66  -12.99
H  22.92  -22.98  -15.97
H  30.73  -19.93  -13.03
H  24.05  -23.82  -15.02
O  23.79  -24.67  -16.89
C  24.86  -23.95  -17.47
H  25.58  -24.69  -17.82
O  26.86  -24.43  -12.19
N  26.06  -25.53  -10.36
H  22.58  -25.87  -15.10
H  23.01  -19.06  -11.72
O  23.12  -21.14  -13.13
H  28.59  -23.52  -10.63
O  23.41  -19.16  -10.85
H  21.37  -21.38  -13.22
H  31.26  -20.61  -11.57
H  19.95  -21.04  -13.70
H  21.05  -25.14  -16.86
H  27.33  -24.60  -14.14
O  26.18  -16.63  -14.93
H  25.30  -23.01  -12.52
C  25.63  -17.60  -14.44
N  28.29  -20.52  -12.79
H  25.39  -23.33  -16.73
H  20.32  -23.98  -15.70
H  24.50  -23.25  -18.23
O  25.34  -21.07  -13.20
C  20.86  -24.92  -15.81
H  28.03  -24.45  -9.25
H  24.25  -19.15  -14.70
C  23.26  -24.02  -15.76
H  21.50  -23.60  -13.81
H  26.05  -25.45  -9.36
N  27.99  -24.22  -10.23
H  25.27  -25.76  -10.93
N  21.93  -24.51  -13.65
H  24.28  -17.95  -15.94
H  22.82  -24.38  -13.18
N  25.91  -18.09  -13.19
O  24.33  -22.94  -12.49
H  28.59  -20.03  -13.61
H  27.36  -20.92  -12.68
H  27.09  -26.07  -14.37
C  26.96  -24.69  -10.99
N  24.71  -18.35  -15.13
O  20.43  -21.62  -13.10
C  29.26  -20.89  -11.93
H  26.30  -17.45  -12.52
O  27.19  -25.24  -14.85
H  25.39  -18.93  -12.98
H  20.27  -25.68  -15.30
O  29.08  -21.66  -10.99

Output
Relative energy (zero: lowest compared OMol25 entry of this formula, charge and spin)   0.0888 eV
LUMO   2.59 eV
HOMO energy   -6.39 eV
Total charge   -1
E_tot   -39695.0469 eV
Largest force on an atom   1.90 eV Å⁻¹

Electronic structure analysis, natural (NBO) charges in units of e: number 1, C, carries -0.07; number 2, H, carries 0.47; number 3, N, carries -0.86; number 4, C, carries 0.97; number 5, H, carries 0.16; number 6, H, carries 0.38; number 7, H, carries 0.18; number 8, O, carries -0.55; number 9, C, carries -0.25; number 10, H, carries 0.19; number 11, O, carries -0.73; number 12, N, carries -0.85; number 13, H, carries 0.17; number 14, H, carries 0.48; number 15, O, carries -0.81; number 16, H, carries 0.45; number 17, O, carries -0.95; number 18, H, carries 0.51; number 19, H, carries 0.39; number 20, H, carries 0.45; number 21, H, carries 0.21; number 22, H, carries 0.50; number 23, O, carries -0.70; number 24, H, carries 0.51; number 25, C, carries 0.77; number 26, N, carries -0.82; number 27, H, carries 0.18; number 28, H, carries 0.19; number 29, H, carries 0.16; number 30, O, carries -0.87; number 31, C, carries -0.61; number 32, H, carries 0.38; number 33, H, carries 0.41; number 34, C, carries -0.08; number 35, H, carries 0.37; number 36, H, carries 0.38; number 37, N, carries -0.84; number 38, H, carries 0.42; number 39, N, carries -0.84; number 40, H, carries 0.39; number 41, H, carries 0.38; number 42, N, carries -0.86; number 43, O, carries -0.75; number 44, H, carries 0.39; number 45, H, carries 0.46; number 46, H, carries 0.46; number 47, C, carries 0.79; number 48, N, carries -0.86; number 49, O, carries -0.98; number 50, C, carries 0.79; number 51, H, carries 0.40; number 52, O, carries -0.96; number 53, H, carries 0.42; number 54, H, carries 0.21; number 55, O, carries -0.72

---

Record 3
C5H9Cl2NS | ωB97M-V/def2-TZVPD

Geometry (Å):
Cl  -2.40  -1.00  -1.29
Cl  -3.51  -0.12  1.30
H  1.90  -0.95  -1.57
C  -2.72  1.53  -0.64
H  3.30  -0.88  -0.63
H  -0.85  -2.87  0.40
H  2.37  0.56  -1.16
H  -2.42  1.69  -1.75
H  2.45  0.85  1.92
C  1.54  0.85  1.28
H  1.44  1.78  0.71
N  1.44  -0.38  0.32
C  2.36  -0.49  -0.84
H  -3.27  2.30  -0.12
C  0.56  -1.22  0.74
S  0.21  -2.57  -0.27
C  -2.96  0.27  -0.27
H  0.57  0.65  1.88

Output
Relative energy (zero: lowest compared OMol25 entry of this formula, charge and spin)   2.8267 eV
LUMO   0.70 eV
HOMO energy   -7.79 eV
E_tot   -42697.2900 eV
Largest force on an atom   5.65 eV Å⁻¹

Electronic structure analysis, natural (NBO) charges in units of e: number 1, Cl, carries 0.04; number 2, Cl, carries 0.06; number 3, H, carries 0.20; number 4, C, carries -0.44; number 5, H, carries 0.21; number 6, H, carries 0.13; number 7, H, carries 0.20; number 8, H, carries 0.23; number 9, H, carries 0.20; number 10, C, carries -0.41; number 11, H, carries 0.19; number 12, N, carries -0.41; number 13, C, carries -0.42; number 14, H, carries 0.22; number 15, C, carries -0.14; number 16, S, carries 0.00; number 17, C, carries -0.10; number 18, H, carries 0.25

---

Record 4
C3H7N3OS | ωB97M-V/def2-TZVPD

Geometry (Å):
C  -2.35  1.24  0.03
H  0.54  -2.03  -0.15
H  -1.96  2.13  0.72
H  -3.52  0.69  0.03
H  1.89  -1.92  1.58
H  3.41  -0.57  -0.21
H  2.46  1.48  -0.35
C  -1.57  -0.11  -0.04
N  1.70  -1.94  0.15
N  0.50  1.00  0.18
H  -2.44  1.68  -1.12
N  2.43  -0.59  -0.53
S  -2.55  -1.49  -0.15
C  1.72  0.63  -0.08
O  -0.26  -0.19  -0.06

Output
Relative energy (zero: lowest compared OMol25 entry of this formula, charge and spin)   8.9472 eV
LUMO   -0.05 eV
HOMO energy   -8.64 eV
E_tot   -20569.2366 eV
Largest force on an atom   5.83 eV Å⁻¹

Electronic structure analysis, natural (NBO) charges in units of e: number 1, C, carries -0.77; number 2, H, carries 0.43; number 3, H, carries 0.27; number 4, H, carries 0.28; number 5, H, carries 0.34; number 6, H, carries 0.39; number 7, H, carries 0.20; number 8, C, carries 0.29; number 9, N, carries -0.72; number 10, N, carries -0.18; number 11, H, carries 0.25; number 12, N, carries -0.46; number 13, S, carries -0.14; number 14, C, carries 0.24; number 15, O, carries -0.41